No. 1
{
  "formula": "C16H17NO6S3",
  "method": "the ωB97M-V functional and the def2-TZVPD basis",
  "smiles": "COC(=O)CSc1cc(SCC(=O)OC)c(C#N)c(SCC(=O)OC)c1",
  "gap_ha": 0.3198,
  "spin_multiplicity": 1,
  "charge": 0,
  "homo_energy_ev": -8.64,
  "relative_energy_kcal_mol": 2.7,
  "e_lumo_ev": 0.06,
  "elements": ["C", "H", "H", "H", "O", "C", "O", "C", "H", "H", "S", "C", "C", "C", "C", "C", "C", "H", "S", "C", "C", "O", "O", "C", "H", "H", "H", "H", "H", "C", "N", "S", "C", "C", "O", "O", "C", "H", "H", "H", "H", "H", "H"],
  "coordinates": [[4.5863, -0.3039, -0.6151], [5.1962, -1.1689, -0.3682], [5.1968, 0.4802, -1.0657], [3.7885, -0.5753, -1.3076], [4.0306, 0.1548, 0.6141], [3.2940, 1.2684, 0.5480], [3.0428, 1.8564, -0.4650], [2.8678, 1.6971, 1.9381], [3.4720, 2.5594, 2.2276], [3.0050, 0.9005, 2.6674], [1.1628, 2.3274, 1.9840], [0.1534, 0.8988, 1.8119], [-1.2230, 1.1194, 1.8694], [-2.1027, 0.0655, 1.7490], [-1.6226, -1.2398, 1.5742], [-0.2399, -1.4452, 1.4896], [0.6426, -0.3859, 1.6276], [1.7010, -0.5763, 1.5838], [0.3405, -3.1030, 1.2481], [1.6456, -2.8593, -0.0149], [1.0452, -2.0862, -1.1702], [0.3734, -2.5648, -2.0397], [1.3611, -0.7934, -1.0721], [0.7807, 0.0941, -2.0293], [1.3239, 1.0311, -1.9293], [0.8878, -0.3191, -3.0332], [-0.2772, 0.2321, -1.8037], [2.5019, -2.3482, 0.4201], [1.9082, -3.8683, -0.3271], [-2.5069, -2.3327, 1.4724], [-3.2485, -3.2040, 1.3891], [-3.8483, 0.4137, 1.8251], [-4.3647, -0.1377, 0.1540], [-3.5308, 0.6323, -0.8345], [-2.3710, 0.4035, -1.0727], [-4.2175, 1.6329, -1.3764], [-3.5090, 2.4697, -2.2830], [-2.6654, 2.9449, -1.7785], [-3.1330, 1.8827, -3.1231], [-4.2213, 3.2157, -2.6245], [-4.2098, -1.2118, 0.0668], [-5.4170, 0.1220, 0.0706], [-1.5997, 2.1212, 2.0029]],
  "forces_ev_per_a": [[0.063, 0.016, -0.434], [-0.028, 0.041, 0.011], [-0.018, -0.078, 0.026], [0.079, 0.014, 0.057], [0.034, -0.105, 0.359], [0.007, -0.001, 0.087], [0.072, 0.054, -0.087], [-0.677, 0.028, -0.070], [0.001, -0.079, 0.005], [0.086, 0.058, -0.036], [0.269, 0.140, 0.086], [0.277, -0.121, 0.073], [0.097, -0.108, 0.004], [-0.342, 0.029, 0.113], [0.891, 0.715, 0.083], [-0.100, -0.333, 0.031], [-0.192, 0.248, 0.134], [0.100, -0.027, -0.010], [0.153, -0.092, -0.025], [-0.416, 0.211, 0.270], [0.228, -0.236, -0.089], [-0.087, -0.023, -0.074], [0.342, -0.010, 0.181], [-0.268, 0.184, -0.355], [-0.036, -0.088, -0.005], [0.006, 0.052, 0.056], [0.104, -0.020, -0.042], [0.039, -0.035, -0.089], [-0.003, 0.066, -0.034], [-0.401, -0.395, -0.047], [-0.221, -0.264, -0.015], [0.039, -0.077, -0.035], [0.337, 0.104, 0.259], [0.029, -0.250, 0.002], [-0.130, 0.007, -0.119], [-0.438, 0.112, 0.044], [0.333, 0.096, -0.188], [-0.067, -0.017, -0.051], [-0.031, 0.070, 0.051], [0.030, -0.041, 0.024], [-0.070, 0.102, -0.133], [0.014, -0.058, 0.014], [-0.109, 0.113, -0.034]]
}

---

No. 2
{
  "formula": "C16H18AlN3O7SSi",
  "method": "the ωB97M-V functional and the def2-TZVPD basis",
  "gap_ha": [0.1532, 0.2638],
  "spin_multiplicity": 2,
  "charge": -1,
  "homo_energy_ev": [-2.84, -5.85],
  "relative_energy_kcal_mol": 39.7,
  "e_lumo_ev": [1.33, 1.33],
  "elements": ["Al", "N", "C", "O", "C", "C", "H", "H", "H", "H", "H", "H", "O", "C", "O", "C", "C", "C", "C", "C", "C", "N", "O", "O", "N", "O", "O", "H", "H", "H", "S", "C", "C", "Si", "C", "C", "C", "C", "H", "H", "H", "H", "H", "H", "H", "H", "H"],
  "coordinates": [[0.0534, -0.4489, 0.5176], [3.5406, 0.8574, 1.6848], [2.3816, 0.7031, 1.0634], [2.0185, -0.4235, 0.6308], [1.4344, 1.8739, 0.9232], [0.2525, 1.4665, 0.0463], [4.0218, 0.0166, 1.9658], [3.6377, 1.6661, 2.2991], [1.9957, 2.7605, 0.6174], [1.0880, 2.0733, 1.9370], [0.4574, 1.6221, -1.0172], [-0.6218, 2.0647, 0.3096], [-2.2244, -0.7706, 3.1266], [-1.0719, -0.3977, 3.2503], [-0.2206, -0.3088, 2.2651], [-0.4971, 0.0635, 4.5703], [0.8057, 0.5217, 4.5996], [1.3715, 1.0762, 5.7578], [0.5978, 1.0983, 6.9354], [-0.6828, 0.6000, 6.8620], [-1.2848, 0.0881, 5.7212], [-1.4973, 0.6313, 8.1143], [-2.6303, 0.1904, 8.0636], [-0.9753, 1.0361, 9.1330], [2.6437, 1.6044, 5.7194], [3.2860, 1.5969, 4.5992], [3.1475, 2.0861, 6.7772], [1.4218, 0.4691, 3.7258], [1.0113, 1.5024, 7.8442], [-2.3032, -0.2639, 5.7184], [-3.3868, -0.5762, 0.3337], [-2.1237, -0.4402, -0.4808], [1.1664, -6.2028, 0.3260], [-0.1327, -5.2979, -0.6596], [0.1800, -5.5355, -2.4859], [-1.8271, -5.9518, -0.2273], [-0.0582, -3.5224, -0.2636], [-0.0126, -2.3457, 0.0473], [1.1421, -7.2735, 0.1051], [1.0034, -6.0693, 1.3968], [2.1642, -5.8266, 0.0930], [0.1187, -6.5945, -2.7509], [1.1719, -5.1709, -2.7595], [-0.5528, -4.9897, -3.0831], [-1.9088, -7.0139, -0.4732], [-2.6042, -5.4132, -0.7730], [-2.0246, -5.8301, 0.8394]],
  "forces_ev_per_a": [[0.704, -0.224, 0.179], [-0.029, 0.348, 0.171], [-0.345, -0.302, 0.000], [0.149, 0.328, 0.204], [0.164, -0.114, -0.032], [-0.144, 0.076, -0.215], [0.013, 0.055, 0.056], [0.053, -0.341, -0.019], [0.011, -0.011, -0.105], [-0.027, 0.066, 0.191], [0.040, 0.066, 0.029], [-0.028, -0.018, -0.078], [-0.167, -0.035, 0.089], [0.229, 0.113, 0.084], [-0.223, -0.126, -0.013], [-0.043, -0.038, -0.213], [0.014, 0.041, -0.025], [-0.272, -0.102, 0.069], [0.224, 0.045, -0.200], [-0.393, 0.122, 0.519], [0.095, 0.033, -0.133], [0.310, -0.464, -0.239], [-0.108, 0.136, -0.033], [-0.008, 0.188, 0.032], [0.317, 0.085, -0.091], [-0.119, -0.031, 0.023], [-0.055, -0.016, -0.027], [0.084, 0.018, -0.199], [-0.042, -0.009, 0.024], [0.003, 0.008, 0.010], [-0.122, -0.031, 0.058], [-0.172, 0.040, 0.119], [0.058, -0.101, 0.030], [-0.003, 0.069, 0.008], [0.029, -0.051, -0.083], [-0.074, -0.057, 0.028], [-0.029, 0.129, 0.077], [-0.087, 0.100, -0.286], [0.025, 0.003, 0.024], [-0.008, -0.001, -0.005], [-0.005, 0.000, -0.008], [0.009, 0.014, -0.029], [-0.004, -0.005, -0.001], [-0.007, -0.005, 0.008], [-0.019, 0.006, 0.013], [0.007, -0.003, -0.008], [-0.003, -0.004, -0.005]]
}

---

No. 3
{
  "formula": "C16H18AsFIrNO6SSb",
  "method": "the ωB97M-V functional and the def2-TZVPD basis",
  "gap_ha": [0.2802, 0.2802],
  "spin_multiplicity": 1,
  "charge": -1,
  "homo_energy_ev": [-5.32, -5.33],
  "relative_energy_kcal_mol": 0.0,
  "e_lumo_ev": [2.30, 2.30],
  "elements": ["Ir", "O", "As", "O", "O", "C", "C", "C", "C", "C", "C", "S", "O", "O", "O", "H", "H", "H", "H", "H", "N", "C", "C", "C", "C", "C", "C", "C", "H", "H", "H", "H", "F", "C", "Sb", "C", "C", "H", "H", "H", "H", "H", "H", "H", "H", "H"],
  "coordinates": [[0.1555, -0.1089, -1.3938], [2.5547, 1.2903, 1.0988], [3.1154, -0.1221, 0.2184], [4.7110, 0.0339, -0.0662], [2.1350, -0.3764, -1.1572], [2.8642, -1.6234, 1.4486], [4.0545, -2.1469, 1.9369], [4.0430, -3.2247, 2.8149], [2.8427, -3.7881, 3.2169], [1.6413, -3.2838, 2.7367], [1.6569, -2.2129, 1.8564], [0.1187, -1.7076, 1.1462], [-0.9562, -2.1375, 2.0085], [0.0862, -2.3132, -0.1966], [0.2104, -0.2279, 1.0210], [1.5983, 1.2062, 1.2366], [4.9812, -1.6887, 1.6144], [4.9789, -3.6243, 3.1862], [2.8378, -4.6298, 3.8984], [0.6903, -3.7046, 3.0350], [0.3707, 7.2002, -1.1977], [0.3256, 6.0509, -1.2447], [0.2673, 4.6083, -1.3144], [-0.9367, 3.9511, -1.0845], [-0.9996, 2.5697, -1.1753], [0.1326, 1.8096, -1.5002], [1.3374, 2.4932, -1.7218], [1.4070, 3.8722, -1.6306], [-1.8206, 4.5260, -0.8368], [-1.9492, 2.0859, -1.0013], [2.2312, 1.9329, -1.9588], [2.3455, 4.3850, -1.7988], [-0.8605, -0.5392, -3.0093], [-3.0654, -2.5993, -0.8077], [-2.5010, -0.5608, -0.8006], [-3.6994, 0.1168, 0.8271], [-3.7806, 0.0781, -2.3675], [-4.1177, -2.6688, -1.0799], [-2.8871, -3.0022, 0.1883], [-2.4436, -3.1310, -1.5249], [-4.7347, -0.1547, 0.6181], [-3.6140, 1.1972, 0.9381], [-3.3530, -0.3729, 1.7375], [-4.8176, -0.0927, -2.0728], [-3.5315, -0.5002, -3.2559], [-3.6249, 1.1352, -2.5854]],
  "forces_ev_per_a": [[-2.941, -1.989, 3.031], [-0.045, -0.027, -0.099], [0.037, -0.067, -0.289], [-0.293, -0.041, 0.015], [1.087, 0.312, -0.117], [-0.296, -0.167, 0.018], [-0.072, 0.022, 0.072], [-0.011, -0.012, 0.024], [0.021, -0.023, 0.003], [0.071, 0.126, -0.028], [0.367, 0.062, -0.116], [-0.049, -0.283, -0.298], [0.089, 0.052, 0.057], [0.047, 0.122, 0.213], [0.355, 0.087, -0.298], [0.033, -0.039, 0.027], [0.014, -0.025, -0.019], [-0.010, 0.011, -0.007], [-0.004, 0.019, 0.009], [0.011, -0.009, -0.014], [-0.014, 0.008, 0.007], [0.013, -0.345, 0.004], [-0.011, 0.452, 0.007], [-0.116, -0.093, -0.011], [0.171, 0.415, -0.159], [0.228, 0.712, -0.041], [-0.006, 0.435, -0.146], [0.068, -0.135, -0.063], [0.003, -0.007, -0.002], [-0.053, 0.054, 0.031], [-0.018, 0.006, -0.007], [-0.002, -0.009, 0.001], [0.599, 0.017, -1.333], [0.148, -0.035, 0.110], [0.562, 0.401, -0.593], [0.165, -0.048, 0.124], [-0.039, 0.096, -0.079], [-0.011, -0.046, 0.021], [-0.022, -0.039, -0.050], [-0.026, 0.005, -0.003], [0.024, 0.009, 0.046], [-0.006, -0.028, 0.009], [-0.045, 0.058, -0.014], [0.024, 0.008, -0.068], [-0.028, 0.038, 0.019], [-0.018, -0.060, 0.007]]
}

---

- What is the charge in the second record?
  -1

---

- Which of these has the highest charge?
  C16H17NO6S3

---

- Number 1 is which compound?
  C16H17NO6S3